An isolated molecule of C5H10O. Source: the OMol25 dataset; level of theory: wB97M-V/def2-TZVPD.

Cartesian coordinates (Å):
C (1.97105, -0.66943, -0.14008)
C (0.73550, -0.14432, -0.83332)
O (0.50464, 1.22956, -0.54894)
C (-0.45579, 0.27140, -0.07755)
C (-1.78331, 0.55855, -0.74160)
C (-0.53247, -0.07902, 1.40467)
H (1.86171, -1.69852, 0.21750)
H (2.83067, -0.61878, -0.81650)
H (2.18374, -0.01759, 0.71285)
H (0.59379, -0.45399, -1.87063)
H (-1.66479, 0.65294, -1.82476)
H (-2.10998, 1.53568, -0.36073)
H (-2.56267, -0.17566, -0.51302)
H (0.03691, 0.62129, 2.01684)
H (-0.13488, -1.08527, 1.58494)
H (-1.56926, -0.07676, 1.75380)

Summary:
E: -7393.6536 eV
Total charge: 0
Energy above the lowest of the compared OMol25 structures with the same formula, charge and spin: 107.26 kJ/mol
F_max: 0.35 eV/A
LUMO: 0.039 hartree
SMILES: C[C@@H]1OC1(C)C